(1)
DFT (ωB97M-V/def2-TZVPD) results for a structure of composition C43H56Br2Cl2CoGeO5PSi.

XYZ file:
```
112
Properties=species:S:1:pos:R:3
C -4.8081 -1.6538 -2.0296
C 0.7913 0.0762 5.4033
O -2.3892 0.9789 2.3363
C 1.0387 -2.9618 -3.0356
C 0.8108 1.0500 6.4119
H -1.2032 3.3748 4.8806
H 6.4328 2.2121 0.7330
C 5.8756 0.4707 -1.4359
H 6.4685 0.4635 -0.5234
H 5.8827 0.4106 3.2166
H -3.5119 -4.0454 3.7283
C -6.3369 -2.0782 -3.8293
H 0.3753 -2.2213 -6.2259
H -4.0039 -5.7730 0.2041
C -2.3667 3.9806 -4.3289
H 0.7396 3.1843 -1.5275
H 2.5773 -0.1923 -2.2156
C 0.2055 -2.2554 -5.1463
H 4.9215 -1.5497 0.4357
H 5.8921 1.4391 -1.9529
C 1.2560 2.2737 -1.0312
H 4.4780 3.6216 -1.3402
Si 3.5823 1.1763 0.2506
C 0.0746 2.2503 6.3027
H -5.1777 -3.7180 3.1281
H 3.3480 2.9061 -2.5217
C -0.6299 2.4506 5.1050
O -3.8041 -2.2252 1.0581
H 0.1266 -1.9896 -1.3217
H 5.1202 -2.0687 -1.2474
O -1.1507 2.8680 2.2674
H 3.0775 1.1846 3.2445
H -0.4062 3.4796 -5.1867
H 3.1056 2.8595 2.7702
C 0.1268 -2.1063 -2.4079
H 4.3933 2.2639 3.8606
Br 1.7124 0.7486 8.0211
Cl -5.3201 -1.4062 4.7522
H -2.4919 4.9227 -4.8739
H -1.6323 -5.2173 1.2313
C 0.0555 0.2754 4.2411
H 1.3928 1.5181 -1.8045
C -3.6367 -0.6082 4.6801
H 5.2369 3.5219 1.0983
H 0.0169 3.0188 7.0843
H 3.4456 -1.8071 -0.5126
H -0.3375 1.2521 -4.1328
Co -2.3393 -0.7275 1.4769
C 4.5009 -1.4208 -0.5552
C -3.8422 -1.0735 -2.9108
C -3.3226 2.3321 -2.8903
H -5.7713 -1.1538 -5.7229
C -0.7992 -1.3493 -3.1151
H 1.6566 3.3361 1.4669
H 6.3058 2.7904 2.3968
C -0.6690 1.4417 4.0838
H 3.2372 4.1064 1.1300
C -1.2598 3.1667 -4.5719
C 2.6027 2.7482 -0.4522
H 0.5760 1.8786 -0.2538
H 4.0688 -0.7526 -3.0578
C -1.1945 1.9154 -3.9244
Ge -2.1911 -0.2979 -2.2335
H 6.2052 -0.0234 1.5411
C -5.9940 -2.1735 -2.4962
H 1.7658 -3.4371 -2.3685
H -4.5068 -5.3410 2.9077
O -2.0320 -2.1219 5.4280
C -5.4795 -1.3946 -4.6860
C -3.3594 3.6134 -3.4109
H 1.3141 -0.8504 5.5810
H -7.2548 -2.5201 -4.1671
H 2.9297 4.4419 -1.7250
C -0.7663 -1.4638 -4.5182
H -3.8314 -4.4038 -0.9920
Br 1.8652 -0.1632 1.1297
H -3.5984 -0.3553 -4.9428
H 3.7180 1.0247 -2.8790
C 5.6841 2.5894 1.4755
C 4.4652 0.0145 -1.0778
C 1.0784 -3.0256 -4.4034
H 4.7033 -0.6211 2.2945
C -2.2308 1.4744 -3.1193
C -4.2540 -0.9211 -4.2284
C -1.7700 -4.1348 1.3868
H -6.6870 -2.5692 -1.7351
C 3.3991 3.4437 -1.5794
H -3.7615 0.0878 3.8351
H -5.3592 -4.5668 -0.0119
H -1.2617 -3.5137 0.6291
C -2.2607 -0.3299 -0.2009
H -0.0805 -0.4982 3.4566
H -1.4772 -0.9099 -5.1423
C 3.7722 1.9764 2.9786
O -2.1708 -1.6962 3.2102
C -4.2598 -4.7189 -0.0093
C -2.5148 -1.5813 4.4590
H 6.3065 -0.2645 -2.1558
H -4.1552 4.2645 -3.0784
C 4.6582 1.5372 1.8064
H -1.4628 -3.8508 2.3878
C -1.4522 1.7838 2.7857
P -3.5456 -3.7040 1.3408
H -4.0695 1.9968 -2.1898
C -4.2544 -4.2762 2.9205
H 1.8797 -3.5942 -4.8975
C 2.3175 3.7397 0.6726
H 1.8561 4.6459 0.2142
H -4.6332 -1.7058 -0.9597
Cl -3.4036 0.5079 5.9971
C 5.3929 0.2516 2.2311
C 3.6631 0.0412 -2.3748
```

Computed properties:
* gap between HOMO and LUMO (spin up / spin down): 3.8 / 4.6 eV
* energy: -332177.6887 eV
* charge: -2
* expectation value of S²: 6.0246
* spin multiplicity: 5
* energy relative to the best compared isomer or geometry (same formula, charge and spin): 37.1 kcal per mole

Here are the Löwdin charges for atoms 1 to 99, given in e:
1. C -0.098
2. C -0.118
3. O -0.171
4. C -0.118
5. C -0.727
6. H 0.121
7. H 0.072
8. C -0.109
9. H 0.048
10. H 0.089
11. H 0.057
12. C -0.131
13. H 0.090
14. H 0.037
15. C -0.130
16. H 0.118
17. H 0.076
18. C -0.117
19. H 0.042
20. H 0.078
21. C -0.132
22. H 0.075
23. Si 0.584
24. C -0.149
25. H 0.017
26. H 0.052
27. C -0.047
28. O -0.442
29. H 0.072
30. H 0.096
31. O 0.000
32. H 0.030
33. H 0.090
34. H 0.069
35. C -0.121
36. H 0.093
37. Br 0.684
38. Cl 0.500
39. H 0.084
40. H 0.047
41. C -0.074
42. H 0.048
43. C -0.953
44. H 0.066
45. H 0.091
46. H 0.049
47. H 0.091
48. Co 0.372
49. C -0.143
50. C -0.265
51. C -0.102
52. H 0.092
53. C -0.285
54. H 0.086
55. H 0.096
56. C -0.133
57. H 0.052
58. C -0.110
59. C -0.626
60. H 0.047
61. H 0.096
62. C -0.136
63. Ge 0.819
64. H 0.063
65. C -0.129
66. H 0.096
67. H 0.038
68. O 0.015
69. C -0.122
70. C -0.103
71. H 0.097
72. H 0.078
73. H 0.083
74. C -0.114
75. H 0.062
76. Br 0.511
77. H 0.099
78. H 0.063
79. C -0.115
80. C -0.648
81. C -0.145
82. H 0.068
83. C -0.280
84. C -0.138
85. C -0.171
86. H 0.100
87. C -0.104
88. H 0.033
89. H 0.049
90. H 0.046
91. C -0.291
92. H 0.090
93. H 0.085
94. C -0.121
95. O -0.169
96. C -0.191
97. C -0.778
98. H 0.087
99. H 0.090

(2)
DFT (ωB97M-V/def2-TZVPD) results for a structure of composition C43H57AsBN7O3PS4W.

XYZ file:
```
118
Properties=species:S:1:pos:R:3
W -1.0285 1.7572 1.5117
H -4.3617 6.2782 -1.0349
O 5.7670 1.0897 10.8867
C 1.1867 2.6342 1.9003
H 1.0066 1.7058 1.2913
C -3.6874 -2.4055 1.0684
H -4.8699 -3.7227 -0.1007
H 3.4478 3.4687 4.2471
C -1.6770 -2.2321 -6.2836
H 0.1226 0.7285 -6.2525
C -1.1010 6.3400 1.0288
C -1.6963 7.5732 0.7730
N -0.3525 -2.6312 0.1665
C 2.9048 -2.0698 -0.4730
H -1.3091 8.4938 1.2197
C -1.3606 -1.8059 0.4360
C 0.6581 3.5180 -4.3477
H 1.6037 -1.1864 -5.2496
C 1.0900 2.7807 -2.0318
H -5.4556 -3.0336 2.0797
C -0.1441 4.5495 -3.8719
H -2.2727 -2.7678 -5.5548
P -0.3510 3.8331 0.0585
N 0.2205 -1.6030 -2.3235
C -0.4411 -3.6525 1.1578
H 3.0195 5.6346 3.3384
H 2.7249 -6.4053 0.8014
H -3.8977 -0.8345 -0.4640
C -2.8645 7.6095 -0.0297
H -2.1855 0.9249 -4.6235
B 0.4235 -2.6810 -1.2721
H -4.0451 -3.9603 2.5535
C 0.9912 -1.1854 -4.4289
H 3.8950 -6.7190 -1.5758
C -0.1284 1.2856 5.4482
H 4.3114 -7.2273 1.0148
C -3.8014 -3.4972 0.0439
H -3.5597 0.0525 3.6358
O 3.7748 1.1408 9.8736
H 2.2263 1.4259 3.3628
C -0.3068 4.7428 -2.4941
H 0.5687 2.1871 5.4714
H -3.2343 0.2099 5.3743
N 1.9067 -2.9603 -0.9708
C 1.2718 2.6236 -3.4540
H 0.2377 -4.5167 1.2415
H 5.8264 -4.6911 1.5857
C 1.6871 1.8259 -1.1747
C 3.7884 -6.2827 1.0331
H 6.3347 -4.2451 -0.1472
C 4.7383 -6.1250 -1.2704
C 1.4007 -1.2991 -3.1428
C -0.8682 -1.5093 -3.1861
C -2.5803 5.2610 -0.5535
C 2.7210 3.5357 3.4791
C 5.9093 -5.0377 0.5439
H 0.4066 -0.8291 -7.1658
C 2.1017 2.4347 2.9997
C -2.7882 0.1124 4.3696
H -3.3663 -4.4877 0.3185
H 1.5953 5.9861 1.3829
H -0.2151 6.2747 1.6222
H -2.2918 -2.0107 -7.1788
H -3.1838 -0.5359 -4.8516
O 2.6474 1.4351 -0.6251
C -1.2266 -0.8644 -5.6549
C -4.4065 -2.9491 2.3680
C 0.9576 3.9075 1.3155
H 0.8699 3.3997 -5.4001
H -5.3969 -1.3080 0.5039
C -4.3168 -1.1393 0.5332
H 3.9281 -5.8574 1.9924
N -2.2214 -2.2090 1.4499
C -3.3685 6.4216 -0.6096
C 0.2022 3.7944 -1.5947
H 2.4004 -1.1656 -2.7111
H 6.5048 -5.9936 0.5411
S -0.8154 -0.0603 0.0798
C -2.2162 2.9461 4.7905
N -0.3842 -1.1294 -4.4857
H 0.5776 0.5025 5.1988
H -2.7841 4.3951 -1.2234
N 4.6564 0.7335 10.6820
H -2.2872 -0.9024 4.3323
H -2.9079 3.4020 4.1099
C -1.5181 -3.3835 1.9202
N 3.5719 -4.1297 -0.1048
C -1.4522 5.2047 0.2429
H -4.1226 -0.2324 1.1844
H -1.9199 -4.0012 2.7627
H -3.3130 8.5377 -0.2721
H -1.5091 3.7236 5.0459
C -0.3566 -0.1694 -6.7047
H 1.7829 1.7312 -3.7932
H -3.3878 -3.1561 -0.9220
C 1.6548 4.9850 1.8576
H -2.7506 0.4289 -6.2981
C 2.4641 4.8309 2.9446
H 5.0882 -5.4053 -2.0358
H -2.7006 2.6566 5.6891
C 4.4887 -5.3731 0.0585
H -0.7769 -2.8690 -6.5777
H 5.5724 -6.8618 -1.1413
H -4.3049 -2.3063 3.1836
S -2.4207 -1.9098 -2.7916
H -0.8976 5.5542 -2.1451
C 2.3618 -4.1597 -0.7754
S -3.0530 2.4073 1.1217
H -0.1033 -3.6889 -1.7571
H -0.6145 5.2493 -4.5439
H -1.0573 0.1753 -7.5066
H 4.6335 -2.4864 0.8733
H -0.6973 1.2267 6.3689
As -1.3545 1.4096 3.9147
H 2.8521 -0.9941 -0.6479
C -2.3782 0.0759 -5.3343
S 1.4902 -5.5095 -1.4124
C 3.8728 -2.7871 0.1911
```

Computed properties:
* gap between HOMO and LUMO (spin up / spin down): 2.8 / 2.3 eV
* energy: -178052.9009 eV
* charge: -1
* expectation value of S²: 2.0718
* spin multiplicity: 3

Here are the Löwdin charges for atoms 1 to 99, given in e:
1. W 0.217
2. H 0.108
3. O -0.194
4. C -0.304
5. H 0.012
6. C -0.540
7. H 0.094
8. H 0.106
9. C -0.030
10. H 0.085
11. C -0.058
12. C -0.063
13. N 0.053
14. C -0.031
15. H 0.107
16. C -0.551
17. C -0.075
18. H 0.089
19. C -0.186
20. H 0.084
21. C -0.071
22. H 0.043
23. P 0.971
24. N 0.020
25. C -0.019
26. H 0.093
27. H 0.044
28. H 0.068
29. C -0.065
30. H 0.105
31. B -0.654
32. H 0.071
33. C -0.077
34. H 0.021
35. C -0.282
36. H 0.086
37. C -0.071
38. H -0.014
39. O -0.285
40. H 0.114
41. C -0.066
42. H 0.052
43. H 0.036
44. N 0.018
45. C -0.003
46. H 0.120
47. H 0.079
48. C -0.143
49. C -0.061
50. H 0.104
51. C -0.085
52. C -0.023
53. C -0.691
54. C -0.178
55. C -0.059
56. C -0.061
57. H 0.085
58. C -0.073
59. C -0.291
60. H 0.104
61. H 0.119
62. H 0.058
63. H 0.085
64. H 0.036
65. O 0.145
66. C -0.584
67. C -0.020
68. C -0.351
69. H 0.100
70. H 0.088
71. C -0.054
72. H 0.067
73. N 0.018
74. C -0.058
75. C -0.303
76. H 0.107
77. H 0.098
78. S 0.536
79. C -0.299
80. N -0.011
81. H 0.012
82. H 0.116
83. N -0.519
84. H 0.036
85. H -0.010
86. C -0.065
87. N 0.019
88. C -0.404
89. H 0.039
90. H 0.131
91. H 0.084
92. H 0.026
93. C -0.068
94. H 0.101
95. H -0.003
96. C -0.107
97. H 0.072
98. C -0.054
99. H 0.094

| no. | largest force on an atom (eV/Å) |
| --- | --- |
| 1 | 4.74 |
| 2 | 7.30 |